[1]
{"formula": "C21H51N2O7P", "method": "ωB97M-V/def2-TZVPD", "spin_multiplicity": 1, "total_charge": 0, "lumo_energy_ha": 0.0229, "smiles": "CCCCCCCCCO[P@](=O)(O)OCOCCC.COC[C@@H](C)N.COC[C@@H](C)N", "largest_force_ev_per_a": 0.2, "species": ["C", "C", "C", "C", "C", "C", "C", "C", "C", "O", "P", "O", "O", "O", "C", "O", "C", "C", "C", "H", "H", "H", "H", "H", "H", "H", "H", "H", "H", "H", "H", "H", "H", "H", "H", "H", "H", "H", "H", "H", "H", "H", "H", "H", "H", "H", "H", "H", "C", "C", "C", "O", "C", "N", "H", "H", "H", "H", "H", "H", "H", "H", "H", "H", "H", "C", "C", "C", "O", "C", "N", "H", "H", "H", "H", "H", "H", "H", "H", "H", "H", "H"], "coordinates": [[-2.2712, 5.6950, -2.6346], [-1.1730, 5.1028, -1.7344], [0.0752, 4.6150, -2.4785], [0.0380, 3.1905, -3.0401], [-1.1728, 2.7951, -3.8915], [-2.4454, 2.4020, -3.1348], [-2.2557, 1.2857, -2.1103], [-1.6765, 0.0028, -2.7103], [-2.1046, -1.2534, -1.9926], [-1.4936, -1.2530, -0.6756], [-1.0286, -2.5840, 0.0084], [-1.4604, -3.8382, -0.6075], [-1.5493, -2.3628, 1.5066], [0.5406, -2.3884, 0.0966], [1.3232, -2.8298, 1.2176], [2.6495, -2.6957, 0.9002], [3.2169, -3.8166, 0.2185], [3.8683, -4.8553, 1.1575], [3.6631, -4.6170, 2.6533], [-3.2668, 5.3307, -2.3775], [-2.2939, 6.7839, -2.5638], [-2.1013, 5.4481, -3.6842], [-0.8608, 5.8642, -1.0162], [-1.5751, 4.2829, -1.1325], [0.3094, 5.3175, -3.2864], [0.9220, 4.6625, -1.7879], [0.1543, 2.4844, -2.2115], [0.9313, 3.0630, -3.6583], [-1.4118, 3.6116, -4.5799], [-0.8796, 1.9550, -4.5289], [-2.8846, 3.2713, -2.6411], [-3.1884, 2.0794, -3.8725], [-3.2188, 1.0645, -1.6373], [-1.6067, 1.6331, -1.3031], [-1.9704, -0.0968, -3.7609], [-0.5835, 0.0382, -2.6920], [-3.1860, -1.2809, -1.8394], [-1.8084, -2.1594, -2.5217], [-1.6823, -3.2072, 1.9535], [1.0535, -3.8723, 1.4292], [1.0994, -2.1903, 2.0718], [2.4467, -4.2743, -0.4084], [3.9624, -3.3938, -0.4531], [4.9422, -4.8629, 0.9620], [3.5058, -5.8505, 0.8941], [4.3047, -3.8177, 3.0229], [3.9301, -5.5184, 3.2065], [2.6326, -4.3743, 2.9110], [-8.4962, 4.1687, -3.3242], [-7.4257, 3.3123, -2.6584], [-6.1507, 4.0803, -2.2950], [-5.3239, 4.4014, -3.3971], [-5.6466, 5.5891, -4.0907], [-7.1641, 2.1394, -3.4922], [-8.2402, 4.3794, -4.3634], [-9.4475, 3.6384, -3.3255], [-8.6277, 5.1193, -2.8042], [-7.8317, 2.9455, -1.7091], [-5.5386, 3.4423, -1.6513], [-6.3946, 4.9913, -1.7316], [-6.0238, 6.3566, -3.4062], [-6.3912, 5.4239, -4.8733], [-4.7293, 5.9521, -4.5535], [-6.5591, 1.4898, -3.0008], [-6.6408, 2.4345, -4.3115], [8.4092, -3.6277, 7.1316], [8.1555, -4.9648, 6.4455], [7.1647, -4.8866, 5.2789], [5.8117, -4.7330, 5.6642], [5.3852, -3.4044, 5.8878], [7.7748, -5.9536, 7.4534], [7.5694, -3.3485, 7.7693], [9.2902, -3.6987, 7.7680], [8.5677, -2.8291, 6.4047], [9.1017, -5.3022, 6.0081], [7.2051, -5.8300, 4.7286], [7.4501, -4.0813, 4.5882], [5.8731, -2.7113, 5.1939], [5.5781, -3.0695, 6.9098], [4.3103, -3.3779, 5.7110], [7.7369, -6.8786, 7.0388], [6.8283, -5.7533, 7.7630]]}



[2]
{"formula": "C23H27Cl2O2Si", "method": "ωB97M-V/def2-TZVPD", "spin_multiplicity": 1, "total_charge": 1, "lumo_energy_ha": -0.1820, "largest_force_ev_per_a": 1.6, "species": ["C", "C", "C", "O", "Si", "C", "C", "C", "O", "C", "C", "H", "H", "H", "H", "H", "H", "H", "H", "H", "H", "H", "H", "H", "H", "H", "H", "Cl", "C", "C", "C", "C", "C", "C", "C", "C", "C", "C", "C", "Cl", "C", "C", "C", "C", "H", "H", "H", "H", "H", "H", "H", "H", "H", "H", "H"], "coordinates": [[0.0191, -0.6807, -2.0192], [-0.2099, 0.5089, -1.1686], [0.7482, 1.5437, -1.3275], [2.0123, 1.3698, -1.5785], [3.1377, 2.7264, -1.7216], [4.7026, 1.7265, -1.5750], [2.9331, 3.5476, -3.3816], [2.8349, 3.8821, -0.2983], [0.2847, 2.7779, -1.3266], [-1.2098, 2.6928, -1.2947], [-1.5284, 1.2134, -1.1342], [-0.6506, -1.4849, -1.6993], [-0.1557, -0.4705, -3.0844], [1.0584, -1.0191, -1.9121], [5.5436, 2.4110, -1.4028], [4.6650, 1.0122, -0.7412], [4.9067, 1.1530, -2.4847], [3.6282, 4.4046, -3.4265], [3.1758, 2.8812, -4.2217], [1.9171, 3.9328, -3.5391], [3.8073, 4.3350, -0.0397], [2.1495, 4.6978, -0.5699], [2.4412, 3.3960, 0.6015], [-1.5577, 3.3030, -0.4589], [-1.5735, 3.0708, -2.2534], [-2.1343, 0.8795, -1.9932], [-2.1075, 1.0063, -0.2118], [1.2542, 3.1525, 5.0031], [0.8234, 1.9850, 3.8377], [1.7410, 1.6367, 2.8321], [1.3806, 0.6997, 1.8708], [0.1046, 0.0903, 1.8909], [-0.2507, -0.8633, 0.8701], [-1.3122, -1.7798, 1.0113], [-1.3362, -3.0018, 0.3628], [-2.3869, -3.9718, 0.4824], [-2.3748, -5.1418, -0.3328], [-3.3890, -6.0854, -0.2537], [-4.4403, -5.9016, 0.6619], [-5.6981, -7.0453, 0.7508], [-4.4769, -4.7652, 1.4832], [-3.4657, -3.8118, 1.3947], [-0.7756, 0.3949, 2.9547], [-0.4190, 1.3425, 3.9139], [2.7272, 2.0885, 2.8153], [2.0771, 0.4347, 1.0677], [0.5598, -1.1454, 0.1945], [-2.1338, -1.5379, 1.6842], [-0.5225, -3.2506, -0.3283], [-1.5240, -5.2905, -1.0007], [-3.3685, -6.9703, -0.8812], [-5.2882, -4.6391, 2.1939], [-3.4817, -2.9539, 2.0709], [-1.7663, -0.0645, 2.9828], [-1.0954, 1.5784, 4.7304]]}



[3]
{"formula": "CHN2P", "method": "ωB97M-V/def2-TZVPD", "spin_multiplicity": 1, "e_above_lowest_kcal_mol": 82.73, "total_charge": 0, "lumo_energy_ha": [-0.0710, -0.0710], "smiles": "N#C[PH]#N", "largest_force_ev_per_a": 9.0, "species": ["C", "N", "N", "P", "H"], "coordinates": [[1.0440, -0.5566, -0.1167], [2.1225, -0.2173, 0.0621], [-1.2205, 1.4399, -0.1557], [-0.3615, 0.2627, 0.0907], [-1.5845, -0.9286, 0.1197]]}